Here is a molecular structure, C19H18BrFeN4O5P from the Open Molecules 2025 dataset. Energies are from ωB97M-V with the def2-TZVPD basis set.

* LUMO level (spin up / spin down): -5.15 / -5.17 eV
* energy above the lowest of the compared OMol25 structures with the same formula, charge and spin: 0.0 kcal per mole
* E: -5508.953188 hartree
* net charge: +1
* orbital gap (spin up / spin down): 5.7 / 7.0 eV
* 2S+1: 6

Positions of all 49 atoms, in Å:
Fe 3.33753 -0.25544 0.05137
Br -7.98087 -1.90205 0.14391
C -6.58298 -1.15799 -0.86156
C -6.60560 -1.26141 -2.25212
C -5.58475 -0.70928 -2.99074
C -4.51668 -0.06121 -2.33873
C -4.51294 0.04908 -0.93229
C -5.54377 -0.50062 -0.20447
N -3.53959 0.46257 -3.12713
N -2.48691 1.02375 -2.64826
C -1.44025 0.39098 -2.22325
C -1.32356 -1.05296 -2.21753
C -0.24156 -1.68794 -1.72554
C 0.86660 -0.93278 -1.19705
O 1.89629 -1.47829 -0.76015
C 0.78024 0.53632 -1.20436
N 1.85423 1.17030 -0.69381
C 1.87846 2.48870 -0.72498
C 0.81972 3.23729 -1.25606
C -0.28836 2.59491 -1.75297
C -0.31971 1.19123 -1.73149
H -7.42516 -1.76812 -2.74108
H -5.57821 -0.76234 -4.07031
H -3.71544 0.57930 -0.42987
H -5.56295 -0.41727 0.87303
H -2.14334 -1.62035 -2.63991
H -0.14715 -2.76492 -1.73236
H 2.75824 2.97163 -0.31892
H 0.89120 4.31546 -1.26688
H -1.12331 3.14482 -2.16439
O 7.27888 1.34257 -0.34590
C 6.18920 0.93558 -0.21765
N 5.07530 0.51939 -0.07179
C 4.69147 1.07874 3.47266
O 4.02444 -0.20317 3.44412
P 2.80771 -0.47146 2.47525
O 2.30309 -1.91549 2.91927
C 3.04504 -3.07158 2.49548
O 1.67497 0.46746 3.09096
C 0.32097 0.37417 2.63253
H 5.52484 0.96809 4.15795
H 4.00509 1.83927 3.83942
H 5.05847 1.33005 2.47785
H 3.95397 -3.16769 3.08572
H 3.29804 -3.00706 1.43310
H 2.40324 -3.93233 2.65454
H -0.29562 0.87190 3.37507
H 0.01050 -0.66679 2.54636
H 0.21095 0.88498 1.67299